Below is C22H23N4O12P2Pd as an isolated structure, with properties calculated with ωB97M-V with the def2-TZVPD basis set.

XYZ file:
```
64
Properties=species:S:1:pos:R:3
Pd -1.73 0.87 -1.61
C -0.97 1.48 -5.97
C -1.38 1.43 -4.51
O -0.30 0.93 -3.67
P -1.86 3.06 -3.82
O -0.97 4.08 -4.67
O -3.33 3.40 -4.30
O -1.60 3.18 -2.36
P -2.82 0.27 -4.15
O -3.62 0.46 -5.55
O -2.37 -1.12 -3.96
O -3.57 1.01 -3.05
H -0.05 2.05 -6.08
H -1.75 1.94 -6.57
H -0.80 0.46 -6.33
H 0.36 1.62 -3.58
H -0.89 4.93 -4.21
H -3.92 2.74 -3.87
H -4.14 -0.33 -5.73
O 0.08 -5.48 0.92
C -0.38 -4.53 1.57
O -0.65 -4.43 2.79
C -0.82 -3.31 0.72
C -0.51 -3.24 -0.63
C -0.82 -2.11 -1.35
N -1.43 -1.07 -0.78
C -1.78 -1.13 0.51
C -1.50 -2.24 1.28
C -2.49 0.10 1.08
O -2.78 0.12 2.26
O -2.74 1.04 0.24
H 0.00 -4.09 -1.09
H -0.61 -2.01 -2.41
H -1.79 -2.25 2.33
C -0.37 -1.59 5.57
C 0.84 -1.19 4.79
C 1.71 -0.20 5.23
C 2.81 0.18 4.48
C 3.06 -0.43 3.26
N 4.21 -0.01 2.53
C 4.46 -0.10 1.18
O 5.58 -0.20 0.73
N 3.36 -0.02 0.34
C 2.23 0.80 0.45
C 2.04 1.74 1.46
C 0.90 2.52 1.44
C -0.02 2.37 0.42
N 0.17 1.47 -0.55
C 1.25 0.70 -0.53
C 2.21 -1.44 2.81
C 1.12 -1.81 3.57
H -0.38 -1.14 6.56
H -0.42 -2.68 5.68
H -1.28 -1.29 5.04
H 1.53 0.29 6.18
H 3.48 0.96 4.83
H 5.06 0.10 3.06
H 3.60 -0.31 -0.60
H 2.76 1.85 2.26
H 0.71 3.24 2.22
H -0.93 2.95 0.36
H 1.33 -0.04 -1.31
H 2.41 -1.96 1.88
H 0.48 -2.62 3.24
```

**HOMO-LUMO gap (alpha / beta)**: 7.4 / 7.2 eV
**Charge**: -1
**Expectation value of S²**: 2.005
**ΔE to the lowest compared entry with this formula, charge and spin**: 8.3 kcal per mole
**2S+1**: 3
**E_LUMO (alpha / beta)**: 1.83 / 1.67 eV

Electronic structure analysis, Mulliken charges in units of e:
1 Pd 0.584
2 C -1.787
3 C 1.051
4 O -0.459
5 P 0.656
6 O -0.542
7 O -0.549
8 O -0.466
9 P 1.056
10 O -0.577
11 O -0.695
12 O -0.881
13 H 0.426
14 H 0.384
15 H 0.418
16 H 0.376
17 H 0.367
18 H 0.421
19 H 0.348
20 O -0.762
21 C 0.450
22 O -0.718
23 C 0.347
24 C -1.254
25 C -0.244
26 N -0.015
27 C 0.343
28 C -0.075
29 C 0.359
30 O -0.710
31 O -0.638
32 H 0.507
33 H 0.553
34 H 0.540
35 C -1.342
36 C 0.190
37 C -0.790
38 C -0.369
39 C -0.095
40 N -0.021
41 C 0.230
42 O -0.700
43 N -0.054
44 C -0.047
45 C -0.183
46 C -1.240
47 C -0.361
48 N 0.686
49 C -0.439
50 C -0.360
51 C 0.059
52 H 0.404
53 H 0.344
54 H 0.206
55 H 0.305
56 H 0.397
57 H 0.275
58 H 0.238
59 H 0.581
60 H 0.402
61 H 0.478
62 H 0.420
63 H 0.549
64 H 0.425